No. 1
58
Properties=species:S:1:pos:R:3:forces:R:3:mulliken_charge:R:1 method="wB97M-V/def2-TZVPD" multiplicity=4 gap_ev="7.4 / 7.2" e_tot_ha=-5154.0201
Co 0.2982 -0.2015 0.4641 -0.3 0.2 -1.0 0.4440
C 0.8063 -0.9577 -2.9074 -0.7 -0.2 -0.4 -0.4045
C 1.5191 0.3153 -3.3025 -0.3 0.1 -0.4 -0.9268
S 1.2009 1.6098 -2.0904 -0.1 0.2 0.2 -0.0134
C 2.8235 2.2185 -1.6056 0.9 -0.6 0.5 -0.7515
C 3.8632 1.1822 -1.1154 -0.1 -0.4 0.3 -0.9806
S 3.2214 0.2022 0.2832 -0.3 0.7 0.3 0.2339
C 3.6660 -1.4531 -0.1472 -0.5 -1.0 0.2 -0.8839
C 3.1084 -1.9195 -1.4962 0.4 1.6 0.0 -0.8728
S 1.3158 -1.9216 -1.4933 -0.2 0.3 1.1 0.0057
H 0.8400 -1.6915 -3.7109 -0.3 0.4 -0.4 0.5711
H -0.2383 -0.6815 -2.6498 0.4 -0.5 -0.3 0.0510
H 1.1184 0.6226 -4.2878 0.1 0.0 0.5 0.4679
H 2.5729 0.1714 -3.4446 0.6 0.0 0.0 0.5035
H 2.6478 2.9614 -0.8202 -0.1 -0.1 -0.1 0.3669
H 3.3240 2.7189 -2.4118 -0.1 0.5 -0.6 0.5156
H 4.7452 1.6787 -0.6886 -0.2 0.2 -0.5 0.5127
H 4.2186 0.5274 -1.9405 -0.3 0.4 0.6 0.4232
H 3.2980 -2.0941 0.6929 0.2 0.5 -0.6 0.3671
H 4.7358 -1.5522 -0.1651 0.6 -0.1 0.0 0.5321
H 3.4282 -2.9019 -1.6691 0.5 -1.5 -0.3 0.5843
H 3.5810 -1.3001 -2.2930 -0.7 -0.4 0.4 0.3082
N -4.9628 -2.4990 -0.0858 0.5 0.5 -0.7 -0.5657
C -3.9982 -1.5133 -0.6366 0.1 1.2 0.5 0.6187
C -4.4628 0.0277 -0.6430 -0.9 -1.7 -0.6 -1.4640
P -3.5711 -2.0418 -2.2927 1.1 -3.1 -1.2 0.7294
O -3.4580 -5.3231 -0.6217 -1.6 0.9 1.6 -0.6930
O -2.9733 -3.4042 -2.4536 -0.6 1.8 0.8 -0.5815
O -3.9026 -1.2540 -3.4586 -0.4 1.4 -0.2 -0.6738
P -2.3948 -1.5610 0.3401 0.0 1.3 0.2 0.7154
O -1.9199 -3.0370 0.4089 0.1 -0.8 0.3 -0.5135
O -2.6260 -0.9164 1.6378 -0.5 -0.1 0.6 -0.7358
O -1.3674 -0.8315 -0.5265 0.5 0.4 -0.5 -0.4880
H -5.9147 -2.2157 -0.2745 -0.1 0.1 -0.1 0.2511
H -4.8563 -2.5476 0.9114 0.1 0.0 0.5 0.2940
H -4.2050 -4.6640 -0.6372 0.8 -0.9 0.2 0.3601
H -5.2876 0.1240 -1.3925 0.6 0.0 0.5 0.4283
H -3.6718 0.7336 -0.9150 -0.1 -0.3 0.3 0.2646
H -4.8850 0.1795 0.3508 0.3 0.4 0.0 0.3924
H -3.1488 -5.2496 -1.5033 0.7 0.1 -1.5 0.3531
H -2.5088 -3.7085 0.0422 -0.1 -0.9 -0.2 0.3664
I 2.2696 -1.1005 5.0670 0.2 -0.2 0.0 0.0314
C 1.8260 0.6759 4.0989 -0.3 0.1 0.4 -0.5125
C 1.9676 1.8947 4.8174 -0.3 0.0 0.2 -0.5892
C 1.5036 3.0898 4.3127 -0.3 -0.7 -0.5 -0.4171
I 1.4896 4.6472 5.6944 0.0 0.4 -0.3 0.0748
C 0.8563 3.1044 3.0067 0.9 1.1 1.8 1.0762
C 0.4010 4.2668 2.3232 0.3 -0.6 0.5 -0.5723
C -0.2605 4.1335 1.1421 -0.4 0.0 -0.4 -1.0718
C -0.4279 2.8493 0.5573 1.3 0.6 1.6 -0.5600
N 0.1162 1.8143 1.1505 -0.3 -1.0 -0.3 0.4513
C 0.7112 1.8820 2.3818 -0.4 -0.8 -1.5 0.5140
C 1.1621 0.5962 2.8861 0.2 0.8 0.6 0.4183
O 0.9248 -0.4986 2.2374 0.2 -0.2 0.3 -0.6494
H 2.3511 1.8756 5.8598 -0.2 -0.1 -1.0 0.2411
H 0.6198 5.2422 2.7481 -0.2 -0.1 0.0 0.3304
H -0.6417 5.0195 0.6651 -0.1 0.1 -0.3 0.4103
H -0.8481 2.6758 -0.3994 -0.5 0.0 -0.7 0.7128

=====

No. 2
64
Properties=species:S:1:pos:R:3:forces:R:3:mulliken_charge:R:1 method="wB97M-V/def2-TZVPD" multiplicity=4 gap_ev="4.8 / 5.1" total_charge=-2 relative_energy_kj_mol=170.2 e_tot_ha=-5836.9699
Ni -1.6706 -0.0658 -0.9158 -0.7 -0.3 -0.4 1.3151
S -4.6534 6.8045 -0.6124 0.0 0.0 0.0 -0.3290
C -3.9684 5.3016 -0.6920 0.0 0.0 0.0 0.1271
S -4.3335 4.1439 -1.9057 0.0 0.0 0.0 -0.1302
C -3.2900 2.8277 -1.3802 0.0 0.0 0.1 0.0621
C -2.5323 3.1206 -0.2243 0.0 0.0 -0.1 0.1938
S -1.4472 2.1202 0.5508 0.1 0.0 0.1 -0.3479
S -2.8074 4.7241 0.4367 0.0 0.0 0.0 -0.1091
S -3.2908 1.4089 -2.2506 0.1 0.0 0.1 -0.3695
S -2.3554 -2.2043 -3.3576 -0.1 -0.2 0.0 -0.1872
C -1.9633 -1.5766 -2.0103 0.3 0.5 0.0 -0.0689
O -3.8440 -2.5060 -0.0051 0.0 0.0 -0.1 -0.7043
C -3.8064 -1.4930 0.7019 0.0 -0.1 0.1 0.2375
O -3.0909 -0.4603 0.5711 0.1 0.1 -0.1 -0.6253
C -4.7193 -1.4611 1.9302 0.0 0.0 0.0 0.1931
C -5.8513 -2.2648 1.9789 0.0 -0.1 0.0 -0.3210
C -6.6843 -2.2449 3.0894 0.0 0.0 0.0 -0.4695
C -6.3798 -1.4315 4.1738 0.0 0.0 0.0 -0.3203
C -5.2438 -0.6322 4.1343 0.0 0.0 0.0 -0.5671
C -4.4250 -0.6402 3.0134 0.0 0.1 -0.1 -0.3444
H -6.0573 -2.9060 1.1316 0.0 0.0 0.0 0.4150
H -7.5726 -2.8664 3.1126 0.0 0.0 0.0 0.3530
H -7.0275 -1.4166 5.0429 0.0 0.0 0.0 0.3451
H -5.0040 0.0077 4.9758 0.0 0.0 0.0 0.3633
H -3.5535 -0.0015 2.9440 0.0 0.0 0.0 0.4130
C 3.2669 -0.9198 1.7002 0.0 0.1 -0.1 -0.7104
N 2.7817 -0.1211 0.5152 0.0 -0.2 0.2 0.3659
C 3.0747 -0.9150 -0.7647 0.1 -0.1 0.2 -0.1121
N 2.5072 -2.2170 -0.6942 0.0 -0.1 0.0 0.2055
C 2.9820 -2.9195 0.4807 0.0 0.0 0.0 -0.9312
N 2.6760 -2.2221 1.7307 0.0 0.0 0.0 0.0781
C 1.2128 -2.1722 1.9510 0.0 0.0 0.0 -1.3592
P 0.2032 -1.2818 0.6213 0.6 -0.2 0.5 0.9818
C 1.3224 0.2000 0.6607 0.0 -0.1 0.0 0.6492
C 1.0377 -2.1791 -0.7831 0.0 0.0 0.0 -0.9002
H 3.0035 -0.3543 2.5947 0.0 0.0 0.0 0.4199
H 4.3525 -0.9946 1.6094 0.0 0.0 0.0 0.3458
H 3.2988 0.7624 0.4319 0.0 0.0 -0.1 0.1085
H 4.1630 -0.9545 -0.8416 0.0 0.0 0.0 0.4004
H 2.6670 -0.3359 -1.5884 0.1 -0.2 0.2 -0.7926
H 4.0676 -3.0340 0.4067 0.0 0.0 0.0 0.3154
H 2.5223 -3.9072 0.5152 0.0 0.0 0.0 0.3879
H 1.0226 -1.6905 2.9137 0.0 0.0 0.0 0.4397
H 0.8556 -3.2010 2.0338 0.0 0.0 0.0 0.4466
H 1.1896 0.7472 1.5963 0.0 0.0 0.0 0.6971
H 1.0409 0.8305 -0.1804 -0.1 -0.2 0.2 -1.5461
H 0.7409 -1.7236 -1.7285 0.0 0.0 0.0 0.4175
H 0.6597 -3.2049 -0.7850 0.0 0.0 0.0 0.3788
O 0.5995 -0.1666 -3.8157 0.0 0.3 -0.1 -0.8036
C 0.7842 0.5703 -2.8425 0.2 -0.6 0.3 -0.2674
O 0.0497 0.6465 -1.7958 -0.3 0.4 -0.2 0.0644
C 2.1083 1.2787 -2.6706 -0.1 0.5 -0.3 0.0032
C 3.1747 1.0017 -3.5340 0.1 0.0 0.0 -0.2859
C 4.4667 1.3874 -3.2401 0.0 -0.1 0.0 -0.7226
C 4.7409 2.0700 -2.0351 0.0 0.0 0.0 -0.0856
C 3.6612 2.4368 -1.1990 0.0 0.0 0.0 -0.7426
C 2.3767 2.0536 -1.5326 0.0 0.4 -0.3 0.2963
N 6.0399 2.3559 -1.6619 0.0 -0.1 -0.1 0.8302
O 6.9945 2.0343 -2.4402 0.0 0.0 0.0 -0.7876
O 6.2479 2.9017 -0.5285 0.0 0.0 0.1 -0.7964
H 2.9620 0.4134 -4.4189 0.0 0.0 0.0 0.4618
H 5.2957 1.1540 -3.8914 0.0 0.0 0.0 0.4388
H 3.8748 3.0242 -0.3173 0.0 0.1 0.0 0.5758
H 1.5465 2.3582 -0.9052 0.1 0.1 -0.1 0.4108